[1]
Below is C25H20FN3O5 in the gas phase, with properties calculated with ωB97M-V/def2-TZVPD.

The geometry in XYZ format:
```
54
Properties=species:S:1:pos:R:3:forces:R:3
C 1.9696 2.5562 -2.7231 0.02 0.22 -0.05
O 1.7953 1.2095 -2.3579 0.07 -0.31 0.10
C 2.7473 0.6060 -1.5939 -0.07 -0.29 0.10
C 3.9197 1.2202 -1.1657 0.08 0.33 -0.10
C 4.8247 0.5106 -0.3810 -0.19 -0.37 0.01
O 6.0048 1.0105 0.0653 -0.09 -0.25 0.07
C 6.3687 2.3229 -0.2859 0.05 0.21 -0.06
C 4.5351 -0.7956 0.0068 0.07 0.08 -0.05
C 3.3497 -1.3887 -0.3956 0.40 0.47 -0.30
C 3.0327 -2.7307 0.1658 -0.07 0.14 -0.13
O 3.7914 -3.6671 0.2136 0.11 0.00 0.07
N 1.7547 -2.8590 0.6713 -0.59 -0.43 0.13
N 0.9028 -1.7800 0.8466 0.37 -0.18 0.16
C -0.2791 -1.7770 0.1759 -0.78 0.31 -0.30
C -1.0937 -0.6951 0.1279 0.41 -0.55 -0.18
C -2.4140 -0.8842 -0.5408 0.18 -0.01 0.21
O -2.5523 -1.5995 -1.5092 -0.09 -0.15 -0.19
N -3.4330 -0.2296 0.0916 0.02 0.25 0.41
C -4.7844 -0.1995 -0.2463 -0.34 0.05 -0.05
C -5.3305 -0.8262 -1.3625 0.08 -0.05 -0.05
C -6.6873 -0.7326 -1.6176 -0.12 0.06 0.04
C -7.5243 -0.0198 -0.7764 -0.01 -0.03 -0.05
C -7.0012 0.6140 0.3392 0.21 0.01 0.08
C -5.6499 0.5158 0.5848 -0.04 -0.06 -0.11
F -5.1226 1.1374 1.6743 0.02 -0.11 -0.16
C -0.6192 0.5495 0.6794 0.34 0.11 0.25
C -1.2268 1.7906 0.4434 -0.02 0.08 -0.03
C -0.7003 2.9451 0.9777 -0.02 -0.04 0.00
C 0.4492 2.9058 1.7627 0.06 0.00 0.04
C 1.0845 1.7045 1.9765 0.03 -0.09 -0.01
C 0.5706 0.5252 1.4317 -0.31 0.44 -0.05
C 1.3526 -0.6952 1.6087 0.25 -0.32 0.42
O 2.3420 -0.8044 2.3005 -0.09 0.12 -0.02
C 2.4687 -0.7056 -1.2233 0.06 0.11 -0.17
H 2.8623 2.6958 -3.3413 -0.02 0.00 0.03
H 2.0270 3.2058 -1.8430 0.01 -0.02 -0.03
H 1.0875 2.8180 -3.3051 0.08 0.04 0.03
H 4.1274 2.2396 -1.4442 0.02 0.09 -0.03
H 6.4544 2.4414 -1.3711 -0.02 0.00 0.04
H 5.6585 3.0580 0.1072 0.01 -0.03 -0.03
H 7.3435 2.4887 0.1700 -0.07 0.04 -0.05
H 5.2238 -1.3255 0.6425 0.09 -0.07 0.11
H 1.5868 -3.6843 1.2374 0.05 0.26 0.02
H -0.5524 -2.7030 -0.3097 0.04 -0.02 -0.02
H -3.2025 0.2700 0.9413 0.02 -0.13 -0.16
H -4.6822 -1.3831 -2.0176 0.01 -0.01 0.00
H -7.0930 -1.2258 -2.4873 -0.03 -0.05 -0.08
H -8.5808 0.0464 -0.9829 -0.10 0.01 -0.02
H -7.6227 1.1788 1.0156 -0.03 0.07 0.09
H -2.0947 1.8513 -0.1954 -0.07 0.01 -0.01
H -1.1820 3.8913 0.7798 -0.05 0.07 -0.03
H 0.8472 3.8164 2.1837 0.05 0.06 0.04
H 1.9969 1.6384 2.5493 0.08 0.01 0.05
H 1.5662 -1.1576 -1.6022 -0.14 -0.03 0.00
```
Forces are in eV/Å.

Computed properties:
Relative energy (zero: lowest compared OMol25 entry of this formula, charge and spin) ... 20.0 kJ/mol
LUMO level ... 0.169 eV
Multiplicity ... 1
Total charge ... 0



[2]
Below is a molecular structure, C28H28Br2ClLiMgN3NaO11P2, with properties calculated with ωB97M-V/def2-TZVPD.

The geometry in XYZ format:
```
78
Properties=species:S:1:pos:R:3:forces:R:3
N 4.0759 -6.8129 1.5221 -2.68 7.77 -2.98
C 3.7089 -5.6888 1.1394 1.47 -4.49 2.05
C 3.3013 -4.1441 0.7603 0.90 -0.50 -0.14
C 4.7014 -3.3244 0.6227 1.21 0.45 1.01
C 4.5168 -1.8261 1.2723 1.76 1.38 3.53
O 4.8145 -1.6144 2.5784 -0.03 1.81 -8.41
C 2.3003 -4.0444 -0.5198 0.77 0.45 0.71
C 2.7263 -2.9609 -1.6421 3.25 0.44 -5.75
N 3.2096 -2.4500 -2.6772 -3.63 -3.46 7.12
P 0.5719 -3.4495 0.1217 -1.77 1.46 -0.03
O 0.1274 -4.3220 1.5643 1.95 0.16 -2.09
O 0.8614 -1.7904 0.6105 1.33 -3.81 1.14
H 2.7444 -3.7082 1.6920 1.25 -1.23 -1.55
H 5.4739 -3.8701 1.3207 -1.60 1.09 -1.55
H 5.1729 -3.3352 -0.4347 -1.24 0.29 1.38
H 4.1327 -0.8997 0.6967 0.11 -1.81 0.66
H 2.1353 -5.1077 -0.9432 0.32 2.02 -0.03
H 0.1754 -5.2904 1.3342 -0.07 1.09 0.47
H 1.5084 -1.8883 1.3805 -0.79 0.73 -1.02
Cl 4.1638 -3.4505 3.2201 -1.76 -4.02 4.69
Mg -2.1548 -2.6507 0.2110 -1.22 1.11 -0.78
O -4.3523 -0.4082 -2.6786 0.13 0.04 -0.20
P -2.9593 -0.3486 -3.3266 -1.06 0.54 0.03
O -2.0382 -1.3939 -2.6677 1.76 -1.19 0.66
O -2.3620 1.0560 -3.1310 0.59 0.00 -0.23
O -3.0792 -0.6479 -4.8314 0.36 -0.04 -0.18
Na -0.0660 -0.7595 -3.7958 -1.43 0.22 0.46
Li 3.8436 -2.3254 -4.8717 -0.30 0.01 0.78
C -5.4874 1.4811 3.4749 1.12 -2.45 0.68
C -6.0573 2.5622 2.8820 -1.18 2.78 -0.95
C -6.3920 2.3418 1.4097 -0.33 -0.31 -1.02
O -6.9758 3.1598 0.7033 0.38 -0.31 0.81
C -5.9839 1.0623 0.7826 -0.96 1.66 -1.36
C -5.4025 -0.0120 1.3738 1.56 -2.04 1.46
C -5.1655 0.1694 2.8711 -0.14 1.13 1.57
O -4.7178 -0.7065 3.6112 -0.04 -0.12 -0.85
O -5.0562 -1.1007 0.8382 -0.25 0.55 0.03
O -6.3312 3.6781 3.4001 0.32 -1.28 -0.33
H -5.2235 1.5396 4.5250 -0.04 0.03 0.01
H -6.1987 1.0211 -0.2794 0.11 -0.06 -0.07
C -1.9666 -0.0645 -10.1294 0.04 0.08 0.11
C -2.4789 -0.3262 -8.8604 0.15 0.12 -0.14
C -2.1559 0.5075 -7.7922 -0.05 0.03 0.14
C -1.3277 1.6097 -7.9955 0.03 -0.12 -0.23
C -0.8184 1.8736 -9.2653 -0.03 -0.10 0.02
C -1.1339 1.0345 -10.3315 -0.03 -0.02 0.07
H -2.2160 -0.7169 -10.9613 0.02 0.06 0.05
H -3.1299 -1.1813 -8.7035 0.08 0.12 0.05
H -2.5506 0.2991 -6.8006 -0.05 -0.07 0.09
H -1.0799 2.2626 -7.1638 -0.09 -0.08 -0.05
H -0.1740 2.7340 -9.4238 -0.06 -0.07 -0.01
H -0.7325 1.2372 -11.3199 -0.04 0.00 0.07
Br 2.3920 1.2492 -2.6064 0.07 0.10 0.14
C 3.8474 2.3136 -3.3471 -0.31 -0.12 -0.29
C 5.0673 1.4643 -3.6115 0.35 0.22 0.16
Br 6.0226 1.0649 -1.9596 -0.09 -0.12 -0.11
H 4.0323 3.1306 -2.6472 0.02 -0.24 -0.09
H 3.4535 2.7228 -4.2804 0.10 -0.06 0.10
H 5.7863 2.0050 -4.2315 -0.16 -0.04 0.05
H 4.8344 0.5078 -4.0838 -0.07 0.22 0.09
C 0.2148 -0.1315 3.5531 -0.59 0.91 0.10
C -0.5425 1.1676 3.6829 -2.63 4.46 0.39
N -1.1500 2.2118 3.7873 3.45 -5.76 -0.53
H 1.1578 0.0385 3.0282 -0.12 0.09 0.09
H 0.4276 -0.5389 4.5441 -0.06 0.11 -0.11
H -0.3802 -0.8554 2.9907 -0.04 0.18 0.08
C 1.8689 2.6991 8.4512 -0.11 0.03 -0.02
C 1.2169 3.3627 9.4878 -0.04 -0.01 -0.09
C -0.1222 3.7213 9.3527 0.05 -0.08 -0.13
C -0.8126 3.4073 8.1837 0.16 -0.01 0.09
C -0.1616 2.7403 7.1486 -0.04 -0.02 -0.01
C 1.1800 2.3899 7.2801 -0.07 0.08 0.17
H 2.9139 2.4226 8.5554 -0.11 0.02 -0.01
H 1.7534 3.6014 10.4018 -0.05 -0.02 -0.09
H -0.6285 4.2446 10.1583 0.04 -0.06 -0.07
H -1.8579 3.6824 8.0801 0.12 -0.04 -0.03
H -0.7005 2.4941 6.2379 0.08 0.08 0.12
H 1.6886 1.8750 6.4709 -0.06 0.05 0.07
```
Forces are in eV/Å.

Computed properties:
LUMO level ... 0.373 eV
Multiplicity ... 1
Total charge ... -2



[3]
Below is a molecular structure, C3H2LiO3Y, with properties calculated with ωB97M-V/def2-TZVPD.

The geometry in XYZ format:
```
10
Properties=species:S:1:pos:R:3:forces:R:3
H -1.6951 2.9640 0.9051 -0.55 -0.99 -0.31
O 1.6718 -0.0421 0.4039 -0.99 -1.37 -0.76
C 0.4215 -0.0566 -0.1199 1.84 2.44 2.03
C 2.2380 1.1123 0.6629 0.30 1.72 0.31
O -0.2935 -1.0383 0.1503 -2.17 -1.57 -0.83
O -0.0614 1.0081 -0.5859 -1.33 -0.56 -0.98
C 2.7050 2.1642 1.0200 -0.62 -0.67 -0.14
Y -2.3319 -0.2956 -0.5025 2.87 1.21 0.97
H 3.0821 3.0856 1.4272 0.15 -0.29 -0.24
Li -0.0245 2.7977 0.1888 0.51 0.08 -0.06
```
Forces are in eV/Å.

Computed properties:
Relative energy (zero: lowest compared OMol25 entry of this formula, charge and spin) ... 0.0 kJ/mol
LUMO level (alpha / beta) ... -10.956 / -11.046 eV
Multiplicity ... 1
Total charge ... +2



[4]
Below is a molecular structure, C6H7NO, with properties calculated with ωB97M-V/def2-TZVPD.

The geometry in XYZ format:
```
15
Properties=species:S:1:pos:R:3:forces:R:3
C 1.0964 -0.5453 0.1325 1.64 0.37 0.10
C 0.7577 0.3722 -1.2489 -2.67 -2.41 4.27
C 0.4396 0.8001 0.7218 9.34 1.95 0.07
C -0.8841 0.5506 0.5538 -4.26 0.43 -0.67
C -1.0934 -0.9018 0.1259 2.17 1.77 -0.09
C -0.8763 0.1524 -0.8994 4.11 -0.62 0.46
H 0.0627 -1.6901 1.4504 0.47 -0.53 3.10
H 2.2634 -0.7468 0.2342 -2.80 0.35 0.20
H 1.1762 0.3155 -2.2346 -0.02 -0.22 -0.37
H 1.0076 1.4545 1.4365 -1.48 -1.27 0.68
H -1.5488 1.1613 1.1103 -1.14 0.31 -0.18
H -2.0790 -1.2304 0.1498 -1.22 -1.47 0.52
H -1.5676 0.4063 -1.5726 -2.76 0.92 -2.32
N 0.1477 -1.5725 0.5071 -0.35 -0.67 -4.83
O 1.0979 1.4742 -0.4668 -1.03 1.08 -0.93
```
Forces are in eV/Å.

Computed properties:
Relative energy (zero: lowest compared OMol25 entry of this formula, charge and spin) ... 435.3 kJ/mol
LUMO level ... 1.018 eV
Multiplicity ... 1
Total charge ... 0